# 1
{
  "formula": "CH2FGdNO2",
  "method": "ωB97M-V/def2-TZVPD",
  "symbols": ["N", "C", "O", "O", "F", "H", "H", "Gd"],
  "positions_angstrom": [[-0.15703, 0.47767, 1.18429], [-0.21501, 0.02267, -0.18437], [-1.24674, 0.11561, -0.82895], [0.84697, -0.65322, -0.64117], [0.43459, -2.04661, -0.73088], [0.46486, 1.25953, 1.47441], [-0.22795, -0.23221, 1.95459], [0.10030, 1.05657, -2.22793]],
  "lowdin_spin": [0.7446, -0.0759, -0.1475, 0.0345, -0.1296, 0.0126, 0.0074, 6.5539],
  "spin_multiplicity": 8,
  "charge": 3,
  "e_homo_ev": [-28.095, -24.903],
  "homo_lumo_gap_ev": [10.0, 5.5]
}


# 2
{
  "formula": "C2BrFNO4",
  "method": "ωB97M-V/def2-TZVPD",
  "symbols": ["C", "C", "N", "O", "O", "O", "O", "F", "Br"],
  "positions_angstrom": [[-1.73294, -0.93623, 0.33191], [1.11259, 0.18934, 0.27568], [0.26742, 0.85076, -0.54688], [-2.19415, -1.75678, -0.33046], [-0.38870, -0.09637, -1.20310], [-1.52038, -0.18074, 1.18361], [-0.08460, 1.97862, -0.53440], [2.48322, 1.19449, 1.18301], [2.05755, -1.24309, -0.35937]],
  "nbo_charge": [1.0477, 0.1751, 0.3454, -0.5608, -0.5913, -0.5468, -0.3962, -0.5710, 0.0978],
  "spin_multiplicity": 1,
  "e_above_lowest_kcal_mol": 50.0,
  "charge": -1,
  "e_homo_ev": [-4.648, -4.647],
  "homo_lumo_gap_ev": [7.8, 7.8]
}


# 3
{
  "formula": "C3H7N",
  "method": "ωB97M-V/def2-TZVPD",
  "symbols": ["C", "C", "N", "C", "H", "H", "H", "H", "H", "H", "H"],
  "positions_angstrom": [[0.63373, 0.54357, 1.83318], [0.28050, 0.52309, 0.54552], [-0.20620, -0.55325, -0.15253], [-0.58363, -0.47794, -1.55469], [0.38316, -0.14212, 2.63537], [0.95881, 1.47670, 2.28266], [0.51065, 1.36967, -0.09136], [-0.06491, -1.47366, 0.23427], [-1.64448, -0.67802, -1.65110], [0.05456, -1.10758, -2.17509], [-0.32220, 0.51956, -1.90624]],
  "nbo_charge": [-0.5547, 0.0252, -0.6182, -0.4007, 0.1971, 0.1998, 0.1826, 0.3848, 0.1950, 0.1910, 0.1981],
  "spin_multiplicity": 1,
  "e_above_lowest_kcal_mol": 15.8,
  "e_homo_ev": -7.778,
  "homo_lumo_gap_ev": 9.0
}


# 4
{
  "formula": "C13H23AsO3PtSe4Si2",
  "method": "ωB97M-V/def2-TZVPD",
  "symbols": ["Pt", "Se", "Se", "Se", "Se", "O", "C", "C", "C", "C", "C", "C", "C", "O", "O", "H", "H", "H", "H", "H", "C", "Si", "C", "C", "As", "Si", "C", "C", "C", "H", "H", "H", "H", "H", "H", "H", "H", "H", "H", "H", "H", "H", "H", "H", "H", "H", "H"],
  "positions_angstrom": [[0.77227, -0.71412, -2.60833], [2.13945, 0.47232, -4.19540], [1.72399, -0.23324, -6.32972], [0.67371, -2.29706, -6.13210], [-0.34891, -2.24083, -4.09875], [3.16905, -0.68540, 2.83125], [2.99694, 0.27204, 1.91895], [3.29721, 1.58693, 2.29322], [3.16932, 2.62069, 1.39077], [2.71652, 2.37342, 0.09590], [2.39490, 1.07854, -0.26193], [2.52433, 0.00230, 0.61638], [2.21245, -1.41860, 0.23040], [2.45013, -2.31482, 1.06053], [1.71045, -1.69607, -0.91103], [2.94793, -1.53820, 2.35630], [3.64812, 1.75600, 3.30282], [3.42238, 3.62947, 1.69355], [2.61269, 3.18116, -0.61650], [1.98575, 0.91314, -1.25353], [-3.40084, 1.96220, -0.05373], [-1.54462, 1.78864, -0.15414], [-0.82083, 2.96848, -1.39963], [-0.75346, 1.93936, 1.52588], [-1.05493, -0.36639, -0.99954], [-1.66194, -2.20026, 0.37047], [-1.14146, -3.70330, -0.59081], [-3.50998, -2.12859, 0.63703], [-0.74046, -2.05753, 1.98024], [-3.65602, 2.95662, 0.32271], [-3.84117, 1.22521, 0.62046], [-3.86284, 1.84414, -1.03542], [-1.05598, 4.00140, -1.12969], [-1.21702, 2.77604, -2.39886], [0.26415, 2.86718, -1.44012], [-0.89452, 2.95461, 1.90848], [0.31771, 1.74063, 1.48173], [-1.20415, 1.24919, 2.24008], [-1.64345, -3.76490, -1.55861], [-1.38499, -4.60852, -0.02770], [-0.06131, -3.68101, -0.75618], [-4.06009, -2.10632, -0.30458], [-3.79490, -1.25185, 1.22161], [-3.82762, -3.01538, 1.19312], [0.33677, -2.17011, 1.83618], [-1.07548, -2.85869, 2.64628], [-0.92929, -1.10853, 2.48193]],
  "lowdin_spin": [1.0919, 0.4569, 0.2471, 0.2911, 0.5934, 0.0013, 0.0012, 0.0000, 0.0014, 0.0026, 0.0305, 0.0078, 0.0166, 0.0127, 0.1515, 0.0007, 0.0001, 0.0003, 0.0001, 0.0252, 0.0203, 0.1010, 0.0016, 0.0260, 0.7722, 0.0852, 0.0012, 0.0135, 0.0269, 0.0027, 0.0004, 0.0014, -0.0004, 0.0006, 0.0005, 0.0040, 0.0006, 0.0002, 0.0009, -0.0004, 0.0009, 0.0016, 0.0003, 0.0015, 0.0003, 0.0043, 0.0004],
  "spin_multiplicity": 5,
  "e_above_lowest_kcal_mol": 5.3,
  "e_homo_ev": [-7.727, -8.321],
  "homo_lumo_gap_ev": [7.2, 5.8]
}


# 5
{
  "formula": "C35H38N3Ti",
  "method": "ωB97M-V/def2-TZVPD",
  "symbols": ["Ti", "C", "C", "C", "C", "N", "C", "C", "C", "C", "C", "C", "N", "C", "C", "C", "C", "C", "N", "H", "H", "H", "H", "H", "H", "H", "H", "H", "H", "H", "C", "C", "C", "C", "C", "C", "C", "C", "C", "C", "H", "H", "H", "H", "H", "H", "H", "H", "H", "H", "H", "H", "H", "H", "H", "C", "C", "C", "C", "C", "C", "C", "C", "C", "C", "H", "H", "H", "H", "H", "H", "H", "H", "H", "H", "H", "H"],
  "positions_angstrom": [[-0.10110, -0.42220, -0.02440], [-1.13420, -2.62030, 3.63920], [-2.28700, -1.90390, 4.05180], [-2.56330, -0.72050, 3.43450], [-1.76800, -0.27150, 2.35650], [-0.69090, -1.02190, 1.90520], [-0.39010, -2.12330, 2.59330], [-1.97060, 0.92920, 1.63540], [-2.98830, 1.87970, 1.86250], [-3.05450, 3.00470, 1.05270], [-2.12510, 3.19260, 0.04840], [-1.11940, 2.21440, -0.15400], [-1.05930, 1.10460, 0.64000], [-0.10970, 2.24460, -1.13440], [0.13110, 3.32140, -2.02440], [1.20440, 3.29850, -2.86140], [2.06110, 2.16750, -2.82000], [1.74850, 1.13420, -1.97050], [0.70180, 1.11090, -1.14560], [-0.84860, -3.53750, 4.13550], [-2.90610, -2.27930, 4.85700], [-3.39520, -0.11190, 3.75630], [0.52680, -2.62690, 2.29800], [-3.71660, 1.72120, 2.64290], [-3.83720, 3.73650, 1.21060], [-2.18500, 4.05820, -0.59460], [-0.55530, 4.15810, -2.02380], [1.41490, 4.11550, -3.53830], [2.93280, 2.11520, -3.45450], [2.38210, 0.25340, -1.95940], [-1.94320, -1.82260, -0.60450], [-0.74970, -2.58800, -0.74500], [-0.00710, -2.02880, -1.82000], [-0.74020, -0.93090, -2.33120], [-1.92920, -0.80050, -1.57720], [-3.06930, 0.09280, -1.97860], [-0.50020, -0.20970, -3.62780], [1.17520, -2.66390, -2.50090], [-0.51570, -3.94940, -0.14360], [-3.13140, -2.20600, 0.22870], [-3.81780, 0.18200, -1.19300], [-3.56240, -0.31390, -2.86950], [-2.71800, 1.09260, -2.23330], [0.50010, -0.39890, -4.00930], [-0.62960, 0.86930, -3.52960], [-1.22250, -0.55920, -4.37430], [0.82840, -3.29100, -3.32960], [1.74290, -3.29760, -1.82050], [1.85280, -1.91510, -2.91140], [0.51340, -4.27890, -0.29050], [-1.16400, -4.69320, -0.62280], [-0.72950, -3.96880, 0.92480], [-3.72560, -1.33560, 0.51040], [-2.82770, -2.72260, 1.13790], [-3.77920, -2.88310, -0.34070], [2.09410, 0.25410, 2.73680], [2.75950, -0.36800, 1.50020], [3.72120, 0.67560, 0.87510], [1.74890, -0.75440, 0.46110], [3.57830, -1.58300, 1.92940], [4.75420, -1.45520, 2.65910], [5.50150, -2.56390, 3.01180], [5.09770, -3.83080, 2.63260], [3.92250, -3.97910, 1.91490], [3.17590, -2.86590, 1.57230], [2.84050, 0.52490, 3.48390], [1.40090, -0.45290, 3.18690], [1.53090, 1.13970, 2.43150], [3.13980, 1.44270, 0.36570], [4.37180, 0.19750, 0.14490], [4.34260, 1.15740, 1.62710], [2.30500, -1.18080, -0.39360], [5.10400, -0.48040, 2.96490], [6.41760, -2.43920, 3.57690], [5.69040, -4.69410, 2.90190], [3.58960, -4.96290, 1.60730], [2.26300, -2.96680, 1.00050]],
  "lowdin_spin": [0.1181, 0.1013, 0.0743, 0.0306, 0.1453, 0.1480, 0.0200, 0.1155, 0.1711, 0.0740, 0.1671, 0.1172, 0.1469, 0.1263, 0.0421, 0.0515, 0.1086, 0.0072, 0.1456, 0.0070, 0.0038, 0.0015, -0.0003, 0.0131, 0.0000, 0.0128, 0.0029, 0.0017, 0.0081, -0.0015, 0.0057, -0.0002, 0.0038, 0.0042, 0.0074, 0.0030, -0.0004, 0.0008, 0.0001, 0.0031, 0.0002, 0.0005, 0.0020, 0.0002, -0.0005, -0.0001, 0.0002, 0.0001, 0.0000, 0.0000, -0.0001, 0.0006, 0.0016, -0.0001, 0.0004, 0.0011, -0.0002, 0.0003, 0.0025, -0.0013, -0.0003, -0.0001, 0.0001, 0.0002, 0.0010, 0.0001, 0.0007, 0.0005, 0.0001, 0.0002, 0.0003, 0.0018, 0.0000, 0.0000, 0.0000, 0.0000, 0.0007],
  "spin_multiplicity": 3,
  "e_above_lowest_kcal_mol": 25.3,
  "charge": -1,
  "e_homo_ev": [-1.868, -2.913],
  "homo_lumo_gap_ev": [4.7, 5.7]
}


# 6
{
  "formula": "C2H7N4",
  "method": "ωB97M-V/def2-TZVPD",
  "symbols": ["C", "C", "N", "N", "N", "N", "H", "H", "H", "H", "H", "H", "H"],
  "positions_angstrom": [[-0.42217, 0.17290, 0.05744], [-1.72588, -0.59475, 0.11269], [3.10431, -0.09961, -0.05228], [2.13955, 0.39806, 0.39932], [0.68429, -0.46627, 0.27004], [-0.39746, 1.41633, -0.35475], [-2.30583, -0.43476, 0.99057], [-2.21238, -0.01743, -0.62237], [-1.55268, -1.62629, -0.09117], [2.83650, -1.11678, -0.27285], [0.82071, -1.49056, 0.23285], [-1.34931, 1.87221, -0.52633], [0.38034, 1.98693, -0.14317]],
  "nbo_charge": [0.5598, -0.6488, -0.1693, 0.1085, -0.5214, -0.7186, 0.2753, 0.2351, 0.2518, 0.3422, 0.4128, 0.4360, 0.4365],
  "spin_multiplicity": 1,
  "e_above_lowest_kcal_mol": 82.2,
  "charge": 1,
  "e_homo_ev": -15.272,
  "homo_lumo_gap_ev": 10.8
}


no.,E_tot (Eh),strongest force on any atom (eV/Å)
1,-1108.44530,4.9
2,-3105.69793,3.7
3,-173.21695,1.5
4,-13274.76338,0.2
5,-2370.28914,4.3
6,-299.09106,3.5